Entry 1:
An isolated molecule of C5H7F. Source: OMol25; level of theory: wB97M-V/def2-TZVPD.

Last columns: bonded neighbours and bond lengths (Å).
CARTESIAN COORDINATES (ANGSTROEM)
1 C -0.696 1.285 -1.891  C2 1.370, H7 1.092, H8 1.153
2 C -0.584 1.016 -0.552  C1 1.370, C3 1.535, H9 1.165
3 C -0.242 -0.422 -0.139  C2 1.535, F4 1.359, C5 1.490, H10 1.102
4 F -1.224 -1.051 0.559  C3 1.359
5 C 1.108 -0.337 0.487  C3 1.490, C6 1.303, H11 1.107
6 C 1.791 -0.364 1.595  C5 1.303, H12 1.133, H13 1.027
7 H -1.294 2.139 -2.215  C1 1.092
8 H -0.588 0.448 -2.677  C1 1.153
9 H -0.876 1.873 0.181  C2 1.165
10 H -0.247 -1.016 -1.067  C3 1.102
11 H 1.779 -0.231 -0.387  C5 1.107
12 H 1.162 -0.488 2.530  C6 1.133
13 H 2.818 -0.327 1.607  C6 1.027

Properties
LUMO level in eV: 1.04
Structure (SMILES): C=CC(F)C=C
E in eV: -8013.2836
HOMO energy in eV: -9.75
Frontier orbital gap in eV: 10.7907
Charge: 0

Entry 2:
A cluster of 3 separate species, C6H14O2 in total. Source: OMol25; level of theory: wB97M-V/def2-TZVPD.

Last columns: bonded neighbours and bond lengths (Å).
CARTESIAN COORDINATES (ANGSTROEM)
1 O 3.499 -0.884 0.836  C2 1.224
2 C 3.215 -0.615 -0.324  O1 1.224, C3 1.425, H8 1.107
3 C 1.940 -0.214 -0.818  C2 1.425, C4 1.485, H9 1.085
4 C 0.798 -0.064 0.120  C3 1.485, C5 1.541, C6 1.546, H11 1.096
5 C 0.061 -1.409 0.269  C4 1.541, H12 1.092, H13 1.087, H14 1.095
6 C -0.096 1.152 -0.218  C4 1.546, C7 1.529, H15 1.093, H16 1.112
7 C -0.951 1.476 1.006  C6 1.529, H17 1.087, H18 1.089, H19 1.094
8 H 4.012 -0.669 -1.091  C2 1.107
9 H 1.946 0.220 -1.812  C3 1.085
10 H -2.058 0.822 -1.352  no bonds
11 H 1.254 0.165 1.090  C4 1.096
12 H -0.266 -1.616 1.290  C5 1.092
13 H 0.724 -2.195 -0.085  C5 1.087
14 H -0.926 -1.520 -0.190  C5 1.095
15 H 0.532 1.998 -0.509  C6 1.093
16 H -0.714 0.850 -1.092  C6 1.112
17 H -1.395 0.596 1.465  C7 1.087
18 H -1.747 2.181 0.768  C7 1.089
19 H -0.350 1.992 1.760  C7 1.094
20 H -2.650 -0.193 -0.410  O22 0.989
21 H -3.597 -1.231 -0.760  O22 0.976
22 O -3.231 -0.843 0.058  H20 0.989, H21 0.976

Properties
LUMO level in eV: -3.90
E in eV: -10536.4608
HOMO energy in eV: -7.37
Frontier orbital gap in eV: 3.4769
Charge: 0

Q: Which value of LUMO level does entry 2 give?
A: -3.90 eV